Here is a molecular structure, C5H13F6N2OPb in a non-equilibrium geometry from OMol25. Energies are from the ωB97M-V functional and the def2-TZVPD basis.

As for the total energy: -1174.95125 hartree. As for the frontier orbital gap (alpha / beta): 2.6227 / 2.5942 eV. As for the charge: -1. For the HOMO energy (alpha / beta), the calculation gives 0.00391 / 0.00506 Ha.

Each line ends with the Mulliken charge.
CARTESIAN COORDINATES (ANGSTROEM)
C -0.7767 0.1679 -1.5358  -1.67
Pb 0.8784 2.3830 -1.6973  0.41
N 2.4379 1.1068 -0.1614  -0.62
N 1.4650 -0.7858 -2.4909  -0.98
H 2.0764 0.2415 0.2508  0.09
H 1.6095 4.0201 -1.4699  -0.27
H -1.3757 1.0558 -1.2023  0.53
H -1.5193 -0.6018 -1.8194  0.23
H -0.1801 0.1498 -2.5698  0.61
H 0.8684 -1.2251 -1.7637  0.10
H 2.4167 -0.6961 -2.1170  0.26
H 1.4124 -1.4692 -3.2407  0.37
H 3.4082 0.9168 -0.4058  0.24
H 2.5237 1.7360 0.6474  0.30
C -2.1534 -1.3345 0.8426  -1.91
C -0.9047 -0.5013 0.9460  0.06
O -0.0839 -0.2495 -0.2223  0.14
C -1.3258 0.8819 1.4779  0.61
F -1.9586 0.8491 2.6864  -0.27
F -0.3006 1.7747 1.5531  -0.09
F -2.2074 1.4454 0.5719  -0.24
C 0.0453 -1.1526 2.0438  0.57
F -0.5942 -1.4585 3.2143  -0.27
F 0.5759 -2.2987 1.5507  -0.28
F 1.0981 -0.3511 2.3373  -0.23
H -2.8721 -0.9019 0.1279  0.44
H -2.6165 -1.3108 1.8413  0.49
H -1.9472 -2.3919 0.6048  0.38

***

Here is 2 unconnected molecules or ions with the total composition C5H13ISi in a non-equilibrium geometry from OMol25. Energies are from the ωB97M-V functional and the def2-TZVPD basis.

As for the total energy: -785.34746 hartree. The value obtained for the relative energy (zero: lowest compared OMol25 entry of this formula, charge and spin) is 97.9 kcal/mol. As for the frontier orbital gap (alpha / beta): 8.3654 / 7.9236 eV. As for the charge: 0. For the HOMO energy (alpha / beta), the calculation gives -0.32616 / -0.31036 Ha.

Each line ends with the Mulliken charge.
CARTESIAN COORDINATES (ANGSTROEM)
C -1.1077 -2.1802 0.3313  -0.94
C 0.6990 0.2101 -1.9428  -1.07
C 1.7601 0.1736 0.9782  -1.09
C -0.2458 2.2329 0.3194  -0.91
C -1.2659 -0.7193 0.1286  -0.07
Si 0.2076 0.4248 -0.1249  0.27
I -3.0930 -0.1270 -0.7156  0.06
H 0.0277 -2.5154 0.4503  0.23
H -1.4870 -2.8673 -0.5560  0.33
H -1.7159 -2.6818 1.1874  0.31
H 0.0288 -0.6430 -2.4134  0.26
H 0.6745 1.1396 -2.4489  0.37
H 1.7606 -0.1866 -2.0704  0.31
H 2.2499 1.0434 0.8660  0.44
H 1.3979 -0.1564 2.0112  0.25
H 2.3485 -0.7048 0.6947  0.33
H 0.6883 2.7243 0.5161  0.32
H -0.9043 2.6419 -0.4988  0.29
H -0.9490 2.1467 1.2772  0.22
H -1.0743 0.0444 2.0102  0.08

***

Here is 2 unconnected molecules or ions with the total composition C5H13N in a non-equilibrium geometry from OMol25. Energies are from the ωB97M-V functional and the def2-TZVPD basis.

As for the total energy: -252.75336 hartree. The value obtained for the relative energy (zero: lowest compared OMol25 entry of this formula, charge and spin) is 194.4 kcal/mol. As for the frontier orbital gap: 4.4392 eV. As for the charge: 0. For the HOMO energy, the calculation gives -0.24056 Ha.

Each line ends with the Mulliken charge.
CARTESIAN COORDINATES (ANGSTROEM)
C -2.4248 -1.9649 0.4561  -0.98
C 0.2256 0.6379 -1.1788  -0.52
C 0.3782 0.0672 0.2547  0.53
C 1.5592 0.8132 0.7443  -1.46
C 0.2003 -1.3098 0.7068  -0.88
N 0.4166 2.1598 -1.0408  -0.76
H -3.1810 -1.8720 -0.3151  0.31
H -2.3525 -3.0419 0.6672  0.29
H -2.7596 -1.3617 1.3586  0.26
H -0.7520 0.4135 -1.5932  0.32
H -0.3150 0.7339 0.7334  0.16
H 1.7997 0.5606 1.8135  0.34
H 1.5182 1.8292 0.1294  0.49
H 2.3256 0.2757 0.2745  0.41
H 0.6003 -2.0450 0.0597  0.39
H 0.0762 -1.4535 1.7344  0.45
H -1.2842 -1.3744 0.3224  0.15
H 0.7101 2.4930 -2.0025  0.18
H 1.0671 0.2628 -1.7953  0.31

***

| no. | M (u) |
| --- | --- |
| 1 | 438.36 |
| 2 | 228.15 |
| 3 | 87.17 |